<A>
The following is a quantum chemistry calculation of a cluster of 2 separate species, CHN2O5 in total, from OMol25.

HOMO energy (spin up / spin down)	-0.1435 / -0.1436	Eh
HOMO-LUMO gap (spin up / spin down)	6.72 / 6.73	eV
lowest unoccupied orbital energy (spin up / spin down)	0.1035 / 0.1036	hartree
charge	-1

Last column: Löwdin charge in e.
Positions of all 9 atoms, in Å:
C (-0.1511, -1.4797, -0.1559)  -0.61
N (-0.1055, -1.0073, 1.1677)  0.04
N (-2.5530, 0.2209, 0.4435)  -0.32
O (-0.3607, -2.6986, -0.2857)  0.04
O (-3.5798, 0.3030, -0.2429)  -0.14
O (0.0178, -0.6192, -1.1507)  0.10
O (-1.8723, 1.1694, 0.8263)  -0.12
O (-0.0058, 0.2468, 1.2298)  -0.09
H (-0.1273, 0.2394, -0.7112)  0.09

---

<B>
The following is a quantum chemistry calculation of a cluster of 2 separate species, CHN2O5 in total, from OMol25.

HOMO energy	-0.1560	Eh
HOMO-LUMO gap	8.01	eV
lowest unoccupied orbital energy	0.1382	hartree
charge	-1

Last column: Löwdin charge in e.
Positions of all 9 atoms, in Å:
C (-2.2126, 0.1702, -0.3235)  -0.50
N (2.0309, -0.5120, 0.4611)  0.02
N (0.7427, -0.5873, 0.4320)  -0.48
O (-2.4247, -0.5271, -1.2304)  0.16
O (0.1732, -1.4962, 1.1021)  -0.11
O (-2.3086, 0.9667, 0.5156)  0.15
O (0.0160, 0.3098, -0.2075)  -0.14
O (2.3798, 0.6024, -0.3545)  -0.09
H (1.6033, 1.0735, -0.3949)  -0.02

---

<C>
The following is a quantum chemistry calculation of a cluster of 2 separate species, CHN2O5 in total, from OMol25.

HOMO energy	-0.1394	Eh
HOMO-LUMO gap	7.69	eV
lowest unoccupied orbital energy	0.1433	hartree
charge	-1

Last column: Löwdin charge in e.
Positions of all 9 atoms, in Å:
C (-0.0839, 1.3792, -1.5179)  -0.53
N (-0.2839, -0.1889, 0.1661)  -0.05
N (0.7791, -0.7918, 0.5827)  -0.53
O (0.2940, 0.6218, -2.2816)  0.17
O (-0.3977, 2.3376, -0.9370)  0.14
O (1.7752, -0.6313, -0.1481)  -0.08
O (0.7000, -1.4439, 1.6521)  -0.09
O (-1.4335, -0.3396, 0.9064)  -0.03
H (-1.3492, -0.9431, 1.5772)  0.01

---

Referenced to the most stable arrangement, the calculated values in hartree are <A> 0.0523; <B> 0.0000; <C> 0.0099.

---

<A>
The following is a quantum chemistry calculation of the ion C5H8N with charge +1, from OMol25.

HOMO energy	-0.5241	Eh
HOMO-LUMO gap	10.40	eV
lowest unoccupied orbital energy	-0.1417	hartree
SMILES	C=CCC#[N+]C
charge	+1

Last column: Löwdin charge in e.
Positions of all 14 atoms, in Å:
C (1.9818, -2.4474, 0.2957)  0.06
C (1.6484, -1.3450, -0.3701)  -0.14
C (0.2440, -0.7546, -0.1509)  -0.12
C (-0.3945, 0.5888, -0.0609)  0.14
N (-1.0667, 1.5447, -0.0563)  0.12
C (-1.8604, 2.6882, 0.1550)  -0.01
H (2.8606, -3.0679, 0.1694)  0.09
H (1.2768, -2.7019, 0.9817)  0.03
H (2.2393, -0.7714, -1.1627)  0.13
H (-0.3302, -1.1159, -1.0373)  0.15
H (-0.2638, -1.3049, 0.6561)  0.14
H (-1.4053, 3.5737, -0.3007)  0.12
H (-2.7988, 2.4592, -0.4108)  0.12
H (-2.1310, 2.6544, 1.2918)  0.16

---

<B>
The following is a quantum chemistry calculation of the ion C5H8N with charge +1, from OMol25.

HOMO energy	-0.5315	Eh
HOMO-LUMO gap	6.96	eV
lowest unoccupied orbital energy	-0.2758	hartree
charge	+1

Last column: Löwdin charge in e.
Positions of all 14 atoms, in Å:
C (1.0942, -1.0892, -0.0571)  0.06
C (-0.3168, -0.7261, -0.2425)  -0.18
C (2.2761, 1.1129, 0.2431)  0.25
C (2.1682, -0.2674, 0.2043)  -0.10
C (-2.3785, 0.2023, 0.1856)  -0.11
N (-1.0138, -0.0085, 0.4882)  0.03
H (1.3933, -2.1095, -0.4196)  0.15
H (-0.7406, -1.2319, -1.1825)  0.17
H (2.7830, 1.7062, 1.0307)  0.13
H (1.6340, 1.5699, -0.4831)  0.09
H (3.0311, -0.9447, 0.5668)  0.17
H (-2.9899, -0.7246, 0.1056)  0.10
H (-3.0378, 0.7996, 0.9728)  0.13
H (-2.3288, 0.6996, -0.7911)  0.10

---

<C>
The following is a quantum chemistry calculation of a cluster of 2 separate species, C5H8N in total, from OMol25.

HOMO energy	-0.4899	Eh
HOMO-LUMO gap	9.42	eV
lowest unoccupied orbital energy	-0.1438	hartree
charge	+1

Last column: Löwdin charge in e.
Positions of all 14 atoms, in Å:
C (1.3076, -0.7779, 0.4302)  -0.04
C (0.2122, 1.7128, 0.1959)  0.00
C (0.9227, -0.1836, -0.9139)  -0.17
C (1.1227, 0.6583, 0.1756)  -0.16
C (-0.3842, 0.5234, -0.6700)  -0.10
N (-1.2929, -0.4495, 0.0465)  0.20
H (0.6489, -1.3007, 1.0091)  0.06
H (2.3232, -1.2100, 0.6484)  0.15
H (-0.3507, 2.1262, 1.0109)  0.11
H (0.3231, 2.6145, -0.5161)  0.16
H (1.6954, -0.7014, -2.2866)  0.29
H (-0.8046, -1.3058, 0.1043)  0.10
H (-1.9835, -0.7562, -0.6161)  0.16
H (-1.6163, -0.0962, 1.0343)  0.24

---

<D>
The following is a quantum chemistry calculation of the ion C5H8N with charge +1, from OMol25.

HOMO energy	-0.4781	Eh
HOMO-LUMO gap	9.15	eV
lowest unoccupied orbital energy	-0.1419	hartree
SMILES	C=C=C1C[C@@H]1[NH3+]
charge	+1

Last column: Löwdin charge in e.
Positions of all 14 atoms, in Å:
C (2.6778, -0.1028, 0.3027)  0.08
C (1.6353, -0.6793, -0.2173)  0.01
C (0.3894, -0.3953, -0.4568)  -0.20
C (-0.0584, 1.0099, -0.1909)  -0.03
C (-1.0066, -0.0838, -0.7348)  -0.17
N (-1.9437, -0.6032, 0.3641)  0.21
H (2.5726, 0.0850, 1.2869)  0.05
H (3.6039, -0.1514, -0.2440)  0.09
H (-0.3489, 1.3836, 0.7513)  0.10
H (0.0349, 1.7695, -0.9153)  0.11
H (-1.3177, -0.1290, -1.8121)  0.18
H (-2.5588, -1.2801, -0.0992)  0.17
H (-2.3442, 0.2471, 0.8887)  0.21
H (-1.3357, -1.0702, 1.0766)  0.19

---

Referenced to the most stable arrangement, the calculated values in hartree are <A> 0.0000; <B> 0.0661; <C> 0.2019; <D> 0.0907.

---

<A>
The following is a quantum chemistry calculation of the ion C5H8N with charge +1, from OMol25.

HOMO energy	-0.5348	Eh
HOMO-LUMO gap	9.34	eV
lowest unoccupied orbital energy	-0.1916	hartree
SMILES	C=[N+]=CC(=C)C
charge	+1

Last column: Löwdin charge in e.
Positions of all 14 atoms, in Å:
C (0.7275, -1.5272, 2.2399)  0.17
N (0.1188, -0.7298, 1.5223)  0.11
C (-0.4476, 0.0711, 0.7469)  0.02
C (-0.0963, 0.3624, -0.6366)  -0.30
C (0.9330, -0.2279, -1.2653)  0.15
C (-0.9904, 1.3511, -1.3197)  -0.05
H (0.4375, -2.5735, 2.2841)  0.13
H (1.5544, -1.1934, 2.8628)  0.13
H (-1.3020, 0.6154, 1.1502)  0.17
H (1.5700, -0.9563, -0.7897)  0.08
H (1.1690, 0.0105, -2.2886)  0.09
H (-1.1790, 2.2265, -0.7037)  0.09
H (-1.9517, 0.8917, -1.5498)  0.10
H (-0.5431, 1.6793, -2.2530)  0.09

---

<B>
The following is a quantum chemistry calculation of the ion C5H8N with charge +1, from OMol25.

HOMO energy	-0.5798	Eh
HOMO-LUMO gap	10.69	eV
lowest unoccupied orbital energy	-0.1869	hartree
SMILES	C=[N+]1CC12CC2
charge	+1

Last column: Löwdin charge in e.
Positions of all 14 atoms, in Å:
C (-2.0483, 0.7585, 0.0313)  0.23
N (-1.0111, -0.0072, -0.0232)  -0.03
C (-0.6646, -1.3578, -0.0008)  0.02
C (0.3838, -0.3364, -0.0304)  -0.32
C (1.4666, 0.3423, -0.6977)  -0.09
C (1.4457, 0.3270, 0.7121)  -0.08
H (-1.8824, 1.8158, 0.2926)  0.13
H (-2.9678, 0.1780, -0.2676)  0.15
H (-0.9188, -1.8982, 0.9614)  0.17
H (-0.8476, -1.9623, -0.9433)  0.17
H (1.3399, 1.3704, -1.2768)  0.18
H (2.1297, -0.2872, -1.2788)  0.13
H (2.2078, -0.3160, 1.2924)  0.16
H (1.3672, 1.3732, 1.2289)  0.17

---

<C>
The following is a quantum chemistry calculation of the ion C5H8N with charge +1, from OMol25.

HOMO energy	-0.5281	Eh
HOMO-LUMO gap	9.06	eV
lowest unoccupied orbital energy	-0.1953	hartree
SMILES	C=C=[N+](C)C=C
charge	+1

Last column: Löwdin charge in e.
Positions of all 14 atoms, in Å:
C (-1.2929, 1.3703, -1.1903)  0.16
C (-0.4084, 0.7016, -0.5582)  0.01
N (0.4483, -0.0963, -0.0270)  -0.10
C (1.6843, -0.3815, -0.7379)  0.05
C (0.1798, -0.6554, 1.1649)  -0.14
C (-1.0150, -0.4995, 1.7902)  0.12
H (-2.0304, 0.8396, -1.6832)  0.09
H (-1.3187, 2.4646, -1.5045)  0.15
H (1.5145, -0.0548, -1.7690)  0.12
H (1.6884, -1.3861, -0.7655)  0.06
H (2.6438, 0.0118, -0.2756)  0.15
H (0.9088, -1.3620, 1.6349)  0.16
H (-1.2476, -1.1026, 2.6281)  0.07
H (-1.7550, 0.1502, 1.2930)  0.08

---

Referenced to the most stable arrangement, the calculated values in hartree are <A> 0.0000; <B> 0.0810; <C> 0.0575.

---

<A>
The following is a quantum chemistry calculation of a cluster of 3 separate species, C5H13N2O in total, from OMol25.

HOMO energy	-0.5283	Eh
HOMO-LUMO gap	5.41	eV
lowest unoccupied orbital energy	-0.3296	hartree
charge	+1

Last column: Löwdin charge in e.
Positions of all 21 atoms, in Å:
O (-1.4999, -0.5123, 1.5403)  0.07
C (-1.5035, -0.3287, 0.3110)  -0.50
N (-2.0001, -0.3767, -0.8800)  0.29
C (-5.3480, -0.2027, -0.7740)  -0.03
C (1.8346, 0.3358, -0.0194)  -0.23
N (2.8015, 1.1762, -0.6293)  0.23
C (3.9548, 0.4647, -0.9901)  -0.05
C (2.1073, -0.2594, 1.4479)  0.01
H (-4.9320, -0.1983, -1.7583)  0.01
H (-6.0793, -0.9443, -0.6713)  0.00
H (-5.7293, 0.7507, -0.3063)  0.06
H (-4.4549, -0.4667, -0.2472)  -0.03
H (0.8722, 0.7189, 0.0980)  0.07
H (-0.5783, -0.3787, -0.4918)  0.16
H (1.7542, -0.6175, -0.6068)  0.15
H (4.4779, 0.9288, -1.8258)  0.12
H (3.8174, -0.6665, -1.1699)  0.15
H (4.7169, 0.5499, -0.1025)  0.20
H (3.0222, 0.0644, 1.9476)  0.08
H (1.3179, 0.1141, 2.1843)  0.11
H (1.9139, -1.4108, 1.3408)  0.14

---

<B>
The following is a quantum chemistry calculation of the ion C5H13N2O with charge +1, from OMol25.

HOMO energy	-0.5395	Eh
HOMO-LUMO gap	11.70	eV
lowest unoccupied orbital energy	-0.1095	hartree
SMILES	CC(=O)N[N+](C)(C)C
charge	+1

Last column: Löwdin charge in e.
Positions of all 21 atoms, in Å:
C (0.8174, 1.6804, 2.3276)  0.02
C (0.9370, 0.8393, 1.1320)  -0.47
O (1.9469, 0.5095, 0.5417)  0.09
N (-0.3257, 0.3297, 0.6904)  0.14
N (-0.3134, -0.4067, -0.5672)  -0.40
C (0.4121, -1.6883, -0.4255)  0.02
C (-1.7809, -0.6425, -0.8972)  0.04
C (0.2700, 0.2033, -1.6937)  -0.04
H (0.9039, 0.8686, 3.0293)  0.10
H (0.0370, 2.3394, 2.7350)  0.11
H (1.7107, 2.3432, 2.4575)  0.12
H (-1.1334, 0.9987, 0.6100)  0.17
H (1.4003, -1.5613, -0.3912)  0.06
H (0.0008, -2.2513, 0.4409)  0.14
H (0.1311, -2.3471, -1.2394)  0.12
H (-2.2684, 0.3298, -0.9128)  0.11
H (-1.9123, -1.3180, -1.8154)  0.14
H (-2.0930, -1.4352, -0.2024)  0.11
H (-0.1407, 1.2217, -1.8406)  0.13
H (1.3706, 0.5027, -1.4503)  0.15
H (0.0299, -0.5159, -2.5287)  0.14

---

Referenced to the most stable arrangement, the calculated values in hartree are <A> 0.2416; <B> 0.0000.

---

<A>
The following is a quantum chemistry calculation of the ion C5H13N2O with charge +1, from OMol25.

HOMO energy	-0.5001	Eh
HOMO-LUMO gap	10.32	eV
lowest unoccupied orbital energy	-0.1207	hartree
SMILES	C[C@@H]([NH3+])C(=O)N(C)C
charge	+1

Last column: Löwdin charge in e.
Positions of all 21 atoms, in Å:
C (1.1689, -1.1435, 1.2532)  -0.01
C (-0.1153, -1.1674, 0.4222)  -0.25
N (-1.2427, -1.8901, 1.0943)  0.23
C (-0.6990, 0.2037, 0.0361)  -0.42
O (-1.7506, 0.4699, 0.6210)  0.05
N (-0.1233, 0.9948, -0.8829)  -0.11
C (-0.7425, 2.3008, -1.0822)  -0.01
C (1.2765, 0.8159, -1.3044)  -0.01
H (1.5808, -2.1258, 1.4766)  0.10
H (0.9624, -0.5317, 2.1348)  0.11
H (1.9887, -0.6549, 0.7340)  0.08
H (0.0898, -1.6450, -0.5399)  0.16
H (-1.1937, -2.8655, 0.8268)  0.18
H (-2.0776, -1.3634, 0.7827)  0.16
H (-1.1570, -1.7582, 2.1040)  0.18
H (-1.7971, 2.2128, -0.8451)  0.09
H (-0.5408, 2.6717, -2.0883)  0.10
H (-0.4169, 3.1143, -0.4335)  0.10
H (1.5021, -0.2456, -1.3560)  0.08
H (1.9547, 1.3616, -0.6511)  0.11
H (1.3325, 1.2455, -2.3022)  0.10

---

<B>
The following is a quantum chemistry calculation of a structure of composition C5H13N2O, from OMol25.

HOMO energy	-0.5340	Eh
HOMO-LUMO gap	5.35	eV
lowest unoccupied orbital energy	-0.3375	hartree
charge	+1

Last column: Löwdin charge in e.
Positions of all 21 atoms, in Å:
O (-1.5840, -0.3404, -1.5502)  0.16
C (-1.6202, -0.4569, -0.3762)  -0.48
N (-1.7486, -0.0957, 0.7879)  0.22
C (-4.6859, 1.1784, 0.4469)  -0.04
C (1.7373, -0.3810, 0.3313)  -0.28
N (3.0446, -0.0441, 0.6096)  0.23
C (3.5226, 1.2220, 0.2512)  -0.01
C (1.7820, -1.5977, -0.5802)  -0.02
H (-5.4042, 0.9314, 1.2338)  0.03
H (-4.7509, 2.2686, 0.3461)  0.03
H (-4.9791, 0.7254, -0.4914)  0.02
H (-3.6609, 0.8541, 0.6647)  -0.03
H (1.0450, -0.5465, 1.1938)  0.18
H (-0.6290, -0.1614, 0.4057)  0.09
H (1.1019, 0.3969, -0.1463)  0.13
H (4.5911, 1.3378, 0.4638)  0.11
H (2.9836, 2.0023, 0.8232)  0.17
H (3.4239, 1.5456, -0.7996)  0.16
H (2.2834, -1.3602, -1.5349)  0.11
H (2.4623, -2.2924, -0.0676)  0.10
H (0.9012, -2.1639, -0.8925)  0.11

---

Referenced to the most stable arrangement, the calculated values in hartree are <A> 0.0000; <B> 0.2842.

---

<A>
The following is a quantum chemistry calculation of the ion C5H13N2O with charge +1, from OMol25.

HOMO energy	-0.4965	Eh
HOMO-LUMO gap	10.49	eV
lowest unoccupied orbital energy	-0.1111	hartree
SMILES	C[C@H]([NH3+])CNCC=O
charge	+1

Last column: Löwdin charge in e.
Positions of all 21 atoms, in Å:
C (0.5579, 2.7063, -0.6723)  -0.03
C (0.9487, 1.2297, -0.7588)  -0.32
N (0.0106, 0.4565, -1.6596)  0.22
C (0.9196, 0.5942, 0.6440)  -0.13
N (0.7777, -0.8968, 0.6435)  -0.05
C (-0.2495, -1.3897, 1.5441)  -0.19
C (-1.5505, -1.7607, 0.9048)  -0.23
O (-1.7903, -1.6501, -0.2762)  0.04
H (-0.3275, 2.8317, -0.0519)  0.09
H (0.3408, 3.0762, -1.6763)  0.09
H (1.4003, 3.2602, -0.2664)  0.10
H (1.9508, 1.1013, -1.1648)  0.15
H (-0.1005, -0.4996, -1.2725)  0.13
H (0.3473, 0.4541, -2.6296)  0.18
H (-0.8650, 0.9607, -1.7249)  0.16
H (0.0675, 0.9273, 1.2274)  0.12
H (1.8813, 0.8237, 1.1068)  0.14
H (1.6331, -1.4055, 0.6878)  0.12
H (-0.0697, -2.3173, 2.1134)  0.14
H (-0.4321, -0.7879, 2.4487)  0.13
H (-2.3269, -2.1441, 1.5795)  0.13

---

<B>
The following is a quantum chemistry calculation of the ion C5H13N2O with charge +1, from OMol25.

HOMO energy	-0.5495	Eh
HOMO-LUMO gap	11.75	eV
lowest unoccupied orbital energy	-0.1177	hartree
SMILES	CCC[C@@H]([NH3+])C(N)=O
charge	+1

Last column: Löwdin charge in e.
Positions of all 21 atoms, in Å:
C (0.8387, -1.7050, -2.2542)  -0.08
C (-0.1102, -0.7491, -1.5337)  -0.26
C (0.4367, -0.2409, -0.2020)  -0.17
C (-0.4943, 0.7372, 0.5094)  -0.20
N (-1.7801, 0.1059, 0.9067)  0.23
C (0.0935, 1.2127, 1.8590)  -0.47
N (1.2945, 1.7869, 1.8789)  0.22
O (-0.5714, 0.9874, 2.8629)  0.07
H (0.3030, -2.1716, -3.0773)  0.08
H (1.2044, -2.5005, -1.6070)  0.08
H (1.6621, -1.1242, -2.6445)  0.08
H (-1.0797, -1.2331, -1.3706)  0.10
H (-0.3531, 0.1080, -2.1720)  0.12
H (0.6559, -1.0994, 0.4393)  0.14
H (1.4100, 0.2336, -0.3362)  0.13
H (-0.7060, 1.5576, -0.1766)  0.17
H (-1.7687, -0.9009, 0.7438)  0.17
H (-1.8296, 0.3044, 1.9370)  0.14
H (-2.5704, 0.4855, 0.4140)  0.17
H (1.6078, 2.1101, 2.7815)  0.14
H (1.7568, 2.0954, 1.0417)  0.13

---

Referenced to the most stable arrangement, the calculated values in hartree are <A> 0.0483; <B> 0.0000.